ORCA calculation (wB97M-V/def2-TZVPD) on a 11-piece molecular cluster, C69H156N14O13 overall at a distorted geometry.

```
252
Properties=species:S:1:pos:R:3:forces:R:3
C 3.794771 -2.910391 2.955697 -0.61 0.71 -0.45
C 2.851201 -3.957411 3.599477 0.59 0.43 -0.52
C 2.521761 -3.453041 5.021487 0.23 -1.03 0.72
C 1.457731 -4.096741 2.806427 1.09 1.55 0.11
C 1.629451 -4.685161 1.443407 -0.27 -1.06 -0.23
C 2.220741 -6.060961 1.595297 0.84 -0.71 0.18
C 3.602971 -6.106111 2.366537 -1.23 0.80 -0.18
C 3.910261 -7.562431 2.763257 0.48 1.41 0.09
C 4.627941 -5.576641 1.409337 2.31 -0.64 -0.42
N 3.513551 -5.279851 3.610377 -2.28 -1.08 0.01
O 4.615601 -5.389271 4.490747 0.10 0.43 -0.71
H 3.668091 -2.820121 1.876847 -0.55 0.19 -0.11
H 3.523391 -1.972341 3.439957 0.29 0.37 -0.41
H 4.875001 -3.046561 3.007267 -0.08 -0.47 0.87
H 3.310601 -3.333151 5.764087 1.01 -0.21 -0.63
H 2.071941 -2.462341 5.086827 -0.72 -0.37 -0.66
H 1.959411 -4.257911 5.494837 -0.85 0.29 0.05
H 0.696671 -4.596061 3.406067 0.33 -0.54 0.07
H 0.994361 -3.131841 2.600637 0.39 0.60 0.73
H 0.694071 -4.707021 0.884227 -0.46 -0.36 0.32
H 2.205401 -4.114401 0.714977 0.65 0.45 0.47
H 2.385321 -6.443201 0.587877 0.30 -0.39 0.01
H 1.573281 -6.785741 2.088857 -0.45 0.28 0.14
H 4.889741 -7.557371 3.241467 0.05 -0.19 0.03
H 3.982451 -8.167641 1.859587 -0.41 -0.29 0.23
H 3.177621 -7.835921 3.522557 -0.11 -0.53 -0.37
H 4.623941 -4.519041 1.145567 -0.29 -0.19 0.20
H 4.754331 -6.155421 0.494387 -0.87 -0.09 -0.28
H 5.604221 -5.843471 1.814037 0.40 0.70 0.55
H 4.219241 -5.800521 5.262357 0.07 -0.09 0.13
C -1.616619 -6.390401 -2.288393 0.34 0.77 0.55
C -2.143789 -4.998491 -2.779923 -1.46 -2.44 0.37
C -1.310669 -4.452501 -3.896233 1.15 0.43 -0.32
C -3.562779 -5.293051 -3.464823 0.85 -0.40 1.65
C -4.675599 -5.566641 -2.414713 0.70 1.24 0.30
C -4.705689 -4.324991 -1.482053 -0.62 -0.56 0.43
C -3.374979 -3.957731 -0.705353 -0.98 0.11 -0.89
C -3.629109 -2.395881 -0.445643 1.65 -1.34 -0.81
C -3.283659 -4.779981 0.629187 -0.29 0.78 -0.35
N -2.203499 -4.113351 -1.621363 -1.44 1.13 -0.31
O -0.945619 -4.017701 -0.968653 -0.66 -0.14 -0.06
H -1.606259 -7.218381 -2.997233 0.00 0.27 -0.26
H -0.620769 -6.220161 -1.879243 0.20 -0.25 -0.18
H -2.204779 -6.685571 -1.419463 -0.20 -0.13 -0.11
H -1.618109 -3.466451 -4.244503 -0.49 -0.01 0.02
H -0.262379 -4.307731 -3.634993 0.15 -0.31 0.23
H -1.335609 -5.144231 -4.738243 0.00 0.00 -0.07
H -3.690329 -4.453371 -4.148033 -0.91 -0.01 0.13
H -3.391109 -6.199111 -4.045933 0.01 0.14 -0.26
H -5.626449 -5.887831 -2.839923 -0.24 0.86 -0.36
H -4.515459 -6.431981 -1.771563 0.93 -0.16 -0.08
H -5.476509 -4.430481 -0.718643 0.11 -0.63 0.48
H -5.154249 -3.435491 -1.924423 0.69 0.07 -0.94
H -3.601449 -1.903321 -1.417613 -0.28 -0.22 -0.25
H -2.709649 -2.016441 0.000147 -0.42 0.32 0.97
H -4.598579 -2.176371 0.001617 0.41 -0.02 0.56
H -4.164339 -4.525001 1.218667 -0.04 0.18 0.10
H -2.413489 -4.518591 1.231327 0.13 0.05 -0.19
H -3.328609 -5.865611 0.542777 0.20 -0.01 -0.52
H -0.596329 -3.225921 -1.384203 0.68 0.17 0.26
C 2.487001 4.450899 -6.014543 1.40 -0.98 -0.44
C 0.990561 4.492619 -6.270113 0.22 1.11 -0.88
C 0.652051 6.017929 -6.056603 -0.92 -2.09 0.62
C 0.687311 4.150259 -7.812943 0.81 -0.72 1.53
C 0.691561 2.632429 -8.146613 -1.01 0.57 0.94
C -0.190959 1.839489 -7.110193 1.20 1.28 -1.97
C 0.176441 2.161679 -5.682153 -0.89 -1.57 1.14
C -0.984239 1.479099 -4.875833 -0.20 0.18 0.30
C 1.479281 1.414059 -5.348753 0.71 0.12 0.07
N 0.177801 3.606559 -5.418613 -0.52 -0.89 -4.12
O 0.067191 3.930939 -4.123493 0.18 0.86 1.99
H 2.812131 4.293439 -4.986153 -0.47 0.01 0.23
H 2.952941 3.654929 -6.595433 0.10 -0.27 0.02
H 3.032561 5.333289 -6.349003 -0.39 0.33 -0.07
H 1.046151 6.326739 -5.088403 0.18 0.22 -0.15
H 1.050651 6.597779 -6.889063 -0.24 0.04 0.19
H -0.433949 6.005289 -5.964093 -0.22 0.79 -0.39
H -0.256749 4.586499 -8.139363 -0.01 0.14 0.22
H 1.519301 4.595969 -8.358143 -0.19 0.32 -0.18
H 0.209281 2.561409 -9.121533 0.28 -0.34 -0.16
H 1.710931 2.250959 -8.205453 -0.03 -0.09 0.03
H -0.035869 0.778779 -7.307503 -0.26 -0.06 0.20
H -1.224959 2.104779 -7.330573 -0.10 -0.04 0.19
H -1.012129 1.714159 -3.811853 0.18 0.26 -0.01
H -1.002289 0.389799 -4.910413 0.73 -0.16 -0.29
H -1.960909 1.707579 -5.302463 -0.01 0.56 0.02
H 2.354681 1.885089 -5.795883 -0.07 0.17 0.13
H 1.506571 0.402319 -5.753413 -0.43 -0.12 0.00
H 1.667611 1.316619 -4.279583 -0.06 0.21 0.10
H -0.769929 4.400329 -4.101283 -0.11 0.13 0.62
C 0.679961 1.270839 5.296877 -0.04 1.20 -0.16
C -0.175549 0.144789 5.847287 -1.18 -0.42 -0.35
C 0.730281 -0.651851 6.799697 -0.16 -0.28 0.95
C -1.452539 0.722089 6.612667 0.71 0.61 0.43
C -2.613409 -0.236501 6.969517 1.80 0.73 -0.76
C -3.041659 -0.847601 5.637087 -0.23 -0.88 1.86
C -1.977379 -1.473311 4.778137 1.26 0.38 -1.75
C -1.623189 -2.900881 5.236337 -0.12 0.69 0.13
C -2.608889 -1.549871 3.314527 1.49 -0.15 1.31
N -0.754479 -0.585931 4.708877 -0.74 0.56 -0.82
O 0.234411 -1.008701 3.768257 0.02 -1.21 1.68
H 1.626601 0.910569 4.894157 -0.10 -0.05 0.02
H 0.197041 1.905339 4.553707 -0.33 -0.58 -0.52
H 0.885941 2.056889 6.023377 0.30 -0.37 0.69
H 0.838051 -0.078421 7.720377 -0.49 -0.04 0.37
H 0.317301 -1.636641 7.018137 -0.06 0.06 0.20
H 1.791501 -0.800321 6.600007 -0.11 0.04 -1.12
H -1.040209 1.173729 7.514947 -0.04 0.07 0.25
H -1.868149 1.563839 6.058747 0.15 -0.02 -0.46
H -2.202479 -0.845811 7.774487 -0.45 -0.80 -0.25
H -3.491469 0.286829 7.347967 0.27 0.25 0.28
H -3.642019 -0.059161 5.183187 0.09 -0.28 -0.58
H -3.646199 -1.711641 5.912887 -0.80 0.16 -0.36
H -2.488509 -3.557021 5.142497 0.06 -0.15 -0.31
H -1.361599 -2.911281 6.294427 0.21 0.01 0.04
H -0.775719 -3.225011 4.632317 -0.09 -0.29 0.12
H -2.001269 -2.211391 2.697037 -0.10 -0.23 -0.02
H -2.524049 -0.565691 2.853777 -0.48 -0.04 0.19
H -3.617969 -1.946141 3.427837 -0.05 0.18 -0.34
H 0.163641 -0.435501 3.001427 -0.75 0.57 -0.59
C 7.888491 -5.099031 -3.945313 0.13 1.66 1.31
C 6.540651 -5.555441 -4.408403 -0.53 -0.22 -0.71
C 6.368121 -5.176441 -5.934313 -0.72 -0.05 0.81
C 6.579361 -7.095941 -4.280613 0.24 -0.98 -1.00
C 5.257331 -7.806781 -4.477653 -0.55 0.41 -1.48
C 4.254811 -7.189311 -3.524613 0.53 0.78 -0.18
C 4.157621 -5.599771 -3.524743 -0.06 0.15 -0.74
C 3.315811 -4.976921 -4.710423 -0.64 -1.31 0.02
C 3.474851 -5.337511 -2.194143 -0.80 -0.05 0.35
N 5.485061 -4.985711 -3.481193 1.35 -2.20 0.50
O 5.394791 -3.584901 -3.354643 -0.02 0.13 -1.13
H 7.881531 -4.011621 -3.870583 0.26 0.34 -0.73
H 7.987691 -5.306281 -2.879813 0.25 -0.78 0.03
H 8.758481 -5.427821 -4.513743 -0.29 -0.13 -0.03
H 5.507231 -5.648201 -6.408013 -0.03 -0.22 0.26
H 6.155171 -4.108951 -5.991043 0.38 0.13 -0.14
H 7.217451 -5.472131 -6.550203 0.26 0.26 0.29
H 7.244211 -7.438621 -5.073483 0.02 0.25 -0.57
H 7.141261 -7.566701 -3.473913 -0.35 0.87 1.02
H 4.965421 -7.729191 -5.524973 -0.30 0.76 -0.26
H 5.346821 -8.893041 -4.489043 0.09 -0.14 1.09
H 4.681661 -7.483681 -2.565843 -0.46 0.27 0.49
H 3.217261 -7.519261 -3.576843 0.15 -0.34 -0.20
H 3.088981 -3.912801 -4.644893 0.24 -0.04 0.50
H 2.373871 -5.522701 -4.764923 -0.45 0.15 0.42
H 3.648521 -5.137801 -5.735863 0.81 -0.06 0.26
H 2.589501 -5.960041 -2.064903 -0.44 0.09 -0.52
H 3.149531 -4.303741 -2.077663 0.23 0.06 0.21
H 4.059191 -5.716431 -1.355643 0.50 0.63 -0.14
H 5.889501 -3.356051 -2.564393 0.10 -0.38 0.13
C -3.151539 5.961379 2.188767 -0.53 -0.23 1.49
C -2.731239 6.150579 3.700527 1.23 -0.86 -0.41
C -3.275369 7.447469 4.215297 -0.96 1.26 -0.08
C -3.341619 4.979349 4.461987 -0.88 -0.79 1.24
C -2.733979 4.570059 5.818277 1.78 0.54 -0.12
C -1.184929 4.404339 5.680817 -1.65 0.29 -0.54
C -0.493779 5.659359 5.032927 -1.68 -1.44 -0.86
C -0.378119 6.723739 6.087267 -0.28 0.36 0.47
C 0.822621 5.099999 4.535807 0.79 1.38 -0.05
N -1.258529 6.092639 3.808037 -1.22 -3.19 0.90
O -0.685569 7.016159 3.005967 1.20 1.02 -0.34
H -4.237979 5.935509 2.272917 -0.31 0.49 -0.40
H -2.807739 6.714959 1.480237 0.05 -0.04 0.16
H -2.967639 4.939189 1.858027 0.72 0.08 -0.07
H -4.359249 7.406729 4.107397 -0.13 0.20 -0.05
H -3.096709 7.745669 5.248387 0.29 -0.57 0.18
H -2.946969 8.299529 3.620117 0.05 0.03 -0.25
H -4.369879 5.215399 4.735957 -0.28 0.34 -0.40
H -3.462749 4.104989 3.822517 0.49 -0.15 -0.11
H -2.913589 5.314769 6.593687 -0.15 0.41 -0.13
H -3.162539 3.669899 6.258907 -0.17 -0.23 -0.46
H -1.017959 3.510729 5.079437 0.08 0.19 -0.34
H -0.747339 4.158369 6.648357 0.20 0.33 0.10
H 0.004121 6.242849 6.987677 0.96 0.48 -0.05
H -1.322509 7.105379 6.475337 -0.45 -0.18 -0.52
H 0.135791 7.604719 5.702737 0.59 -0.10 0.42
H 1.327051 5.883699 3.970587 0.26 0.04 -0.04
H 0.709911 4.260729 3.849497 -0.19 -0.10 0.33
H 1.448401 4.880479 5.400857 0.13 -0.37 -0.10
H -0.828939 7.860189 3.440317 0.12 0.76 -0.13
C 0.921701 -1.785551 -3.044343 -1.07 0.02 0.07
O 0.968221 -1.882771 -1.614693 0.62 0.12 -0.08
C 0.208041 -0.771801 -1.063043 1.19 -1.27 1.65
C 0.104851 -1.008101 0.517717 0.29 1.12 -1.09
N -0.361579 0.182719 1.287827 -1.62 -2.27 -0.22
C 0.219371 1.461059 1.170767 3.39 0.00 -0.72
C -0.747519 2.485189 1.547887 -0.67 0.94 1.15
O -1.831359 2.455179 0.675327 -1.04 0.21 -1.50
C -1.617939 3.332519 -0.466663 -0.24 0.64 1.44
H 1.464961 -2.533581 -3.621763 0.25 -0.38 0.81
H 1.244511 -0.821711 -3.437913 -0.03 0.28 0.33
H -0.143099 -1.936281 -3.222083 -0.08 0.23 -0.95
H -0.775579 -0.806301 -1.531443 -0.18 0.49 0.06
H 0.819441 0.100169 -1.295333 -0.54 0.42 0.01
H 1.046171 -1.349241 0.948567 0.60 0.45 -0.37
H -0.483119 -1.909051 0.692897 -0.75 0.41 0.11
H -1.334279 0.386719 1.107987 -0.48 -0.86 -0.17
H 0.619641 1.647759 0.174257 0.14 0.22 -0.29
H 1.069651 1.484589 1.852367 0.39 0.40 0.07
H -0.390529 3.510189 1.648047 0.57 0.04 -0.19
H -1.074189 2.214799 2.552007 -0.60 -0.01 0.18
H -0.632579 3.209509 -0.916153 -0.11 -0.39 -0.31
H -1.637069 4.340969 -0.053453 0.14 0.30 -0.11
H -2.459049 3.309209 -1.159563 0.18 -0.67 -0.01
C -4.561779 1.094619 2.542697 -1.53 0.44 0.01
O -5.664819 1.764809 1.855957 1.31 -1.30 -0.09
C -5.237959 2.898319 1.122857 -0.90 1.38 1.78
C -6.518639 3.472169 0.440617 2.12 -1.16 0.10
N -6.289629 4.853289 0.013907 -1.52 0.06 0.20
C -7.511239 5.380179 -0.659093 0.15 -0.26 -0.67
C -7.470159 6.917739 -0.866693 -0.07 -0.52 -0.44
O -7.355149 7.673829 0.335377 -0.28 -0.52 -0.25
C -6.056139 8.108349 0.619317 0.54 0.08 0.58
H -3.644579 1.117119 1.954187 -0.07 -0.07 0.01
H -4.888599 0.091619 2.817087 0.01 -0.17 -0.73
H -4.423839 1.519279 3.537057 0.38 0.72 -0.03
H -4.363409 2.784519 0.482297 -0.31 -0.65 -0.53
H -4.863929 3.591819 1.876027 0.01 0.61 0.16
H -7.379569 3.357749 1.099267 -0.02 -0.09 0.11
H -6.551349 2.711609 -0.339493 -0.96 0.62 -0.83
H -6.284799 5.346929 0.895047 0.46 0.32 0.30
H -8.472329 5.036369 -0.276723 -0.07 0.22 1.19
H -7.539739 4.800929 -1.581993 0.20 0.69 -0.79
H -8.334579 7.361529 -1.360583 -0.51 -0.72 0.04
H -6.695259 7.074009 -1.617163 0.72 0.48 0.46
H -5.721779 8.862039 -0.093603 0.29 -0.25 -0.31
H -5.386019 7.254709 0.721077 0.39 0.18 -0.48
H -6.022399 8.601579 1.590747 -0.46 0.02 0.12
N 4.003861 -1.433681 -1.285953 -1.80 -4.90 1.25
C 4.242901 -0.218791 -1.532323 -0.84 2.86 -0.45
N 5.479481 0.010109 -1.830323 3.88 1.54 -0.75
O 3.369411 0.635399 -1.534233 -1.23 1.54 0.00
H 4.747531 -2.057831 -1.007603 -0.80 -0.22 -0.04
H 3.008621 -1.586731 -1.207413 -0.13 -1.11 0.40
H 5.782741 0.973459 -1.840353 0.33 -0.41 -0.16
H 6.108211 -0.780201 -1.844103 0.29 0.77 -0.13
N 3.152701 3.937619 -0.547993 2.61 -1.02 3.02
C 2.420221 4.147199 -1.605283 1.94 -0.95 3.32
N 2.130601 3.155819 -2.296793 -1.74 -5.62 -4.60
O 1.966021 5.190599 -1.818683 -2.90 7.99 -1.67
H 3.286131 4.687829 0.114947 0.16 -0.41 -0.18
H 3.487131 2.992899 -0.422463 0.19 0.30 0.61
H 1.461981 3.415779 -3.007753 -0.08 -0.64 -0.30
H 2.429651 2.205539 -2.130573 0.13 0.02 -0.06
N 0.178261 6.400739 0.065297 0.82 -0.21 1.43
C -0.480669 7.230399 -0.731483 0.91 -2.41 -0.89
N -0.097729 7.147779 -1.987903 1.37 0.12 -3.70
O -1.443699 7.817409 -0.417453 -4.30 3.37 1.98
H -0.111639 6.505779 1.027087 0.56 -0.68 0.22
H 0.792981 5.758119 -0.413503 0.34 -0.15 0.86
H 0.741401 6.636359 -2.221173 -0.18 -0.08 -0.15
H -0.755299 7.353929 -2.726273 0.22 0.27 0.40
```
Forces are in eV/Å.

Its SMILES is CC1(C)CCCC(C)(C)N1O.CC1(C)CCCC(C)(C)N1O.CC1(C)CCCC(C)(C)N1O.CC1(C)CCCC(C)(C)N1O.CC1(C)CCCC(C)(C)N1O.CC1(C)CCCC(C)(C)N1O.COCCNCCOC.COCCNCCOC.NC(N)=O.NC(N)=O.NC(N)=O. The total energy is -121549.68665 eV. As for the charge: 0. Its energy above the lowest of the compared OMol25 structures with the same formula, charge and spin is 34.3 kJ/mol. The value obtained for the max |F| is 0.1685 Eh/bohr.